DFT (ωB97M-V/def2-TZVPD) results for 2 unconnected molecules or ions with the total composition C2H2I2P.

Geometry (Å):
I  4.6330  -0.3297  0.2688
I  1.6235  2.3897  -0.2541
P  -0.8999  2.6373  0.1361
C  -1.4215  1.0456  -1.0201
C  -1.4908  2.1061  -1.6849
H  -1.3218  -0.0110  -0.7892
H  -1.5658  2.5677  -2.6344

Atoms 1-3, force components in eV/Å:
-0.1 0.1 0.0
-1.0 0.2 0.2
0.5 -1.3 -1.8

The calculation puts the lowest unoccupied orbital energy (spin up / spin down) at -8.56 / -6.36 eV. The HOMO-LUMO gap (spin up / spin down) comes out at 4.775 / 6.711 eV. For the max |F|, the calculation gives 2.31 eV Å⁻¹. As for the energy above the lowest of the compared OMol25 structures with the same formula, charge and spin: 253.1 kJ/mol. Its charge is +1.

Charges in e, computed with Löwdin, in the same order as the atoms:
1. I 0.10
2. I 0.57
3. P 0.66
4. C -0.22
5. C -0.29
6. H 0.10
7. H 0.08

***

DFT (ωB97M-V/def2-TZVPD) results for a single C2H2I2S molecule.

Geometry (Å):
I  -1.3285  0.5554  1.0993
I  -2.0207  3.4548  2.1203
S  1.4980  -1.6415  -1.7713
C  -0.1114  -0.2481  -0.3796
C  1.1326  -0.9270  -0.3884
H  -0.7901  -0.2949  -1.2406
H  1.6200  -0.8988  0.5603

Atoms 1-3, force components in eV/Å:
0.7 -0.4 0.2
0.0 0.2 0.0
1.1 -1.2 -1.6

The calculation puts the lowest unoccupied orbital energy (spin up / spin down) at -2.34 / -2.89 eV. The HOMO-LUMO gap (spin up / spin down) comes out at 6.856 / 6.243 eV. For the max |F|, the calculation gives 3.87 eV Å⁻¹. As for the energy above the lowest of the compared OMol25 structures with the same formula, charge and spin: 156.3 kJ/mol. Its charge is 0.

Charges in e, computed with Löwdin, in the same order as the atoms:
1. I 0.78
2. I -0.06
3. S 0.74
4. C -0.70
5. C -0.80
6. H 0.00
7. H 0.04

***

DFT (ωB97M-V/def2-TZVPD) results for 2 unconnected molecules or ions with the total composition C2H2IN3.

Geometry (Å):
I  2.5549  -1.0227  0.0803
N  0.8591  2.5344  0.1843
N  1.1086  1.4643  -0.0473
N  1.1823  0.3467  -0.4422
C  -1.7448  -0.5221  0.4568
C  -1.0935  -1.1347  -0.3357
H  -2.3019  0.0288  1.1568
H  -0.5648  -1.6947  -1.0529

Atoms 1-3, force components in eV/Å:
0.3 0.1 0.3
0.0 0.6 0.4
0.1 1.8 0.7

The calculation puts the lowest unoccupied orbital energy at -0.99 eV. The HOMO-LUMO gap comes out at 8.343 eV. For the max |F|, the calculation gives 2.78 eV Å⁻¹. As for the energy above the lowest of the compared OMol25 structures with the same formula, charge and spin: 436.7 kJ/mol. Its charge is 0.

Charges in e, computed with Löwdin, in the same order as the atoms:
1. I 0.76
2. N 0.20
3. N -0.37
4. N -0.53
5. C 0.00
6. C -0.06
7. H 0.01
8. H 0.00

***

DFT (ωB97M-V/def2-TZVPD) results for 2 unconnected molecules or ions with the total composition C2H2INO2.

Geometry (Å):
I  -3.1704  -1.7229  0.9540
O  1.4884  -1.8524  -1.6141
O  -0.2919  -0.6560  -1.9226
N  0.7936  -0.8796  -1.4316
C  1.2700  0.0604  -0.5258
C  1.6359  0.7460  0.3877
H  1.9422  1.3585  1.1868
H  -2.9095  -1.2298  -0.5204

Atoms 1-3, force components in eV/Å:
-0.1 -0.2 0.6
0.1 -0.2 -0.2
-0.2 0.0 -0.2

The calculation puts the lowest unoccupied orbital energy at -0.98 eV. The structure (SMILES) is C#C[N+](=O)[O-].I. The HOMO-LUMO gap comes out at 9.064 eV. For the max |F|, the calculation gives 1.49 eV Å⁻¹. As for the energy above the lowest of the compared OMol25 structures with the same formula, charge and spin: 570.2 kJ/mol. Its charge is 0.

Charges in e, computed with Löwdin, in the same order as the atoms:
1. I 0.39
2. O 0.12
3. O 0.08
4. N -0.42
5. C -0.04
6. C 0.20
7. H 0.04
8. H -0.38

***

DFT (ωB97M-V/def2-TZVPD) results for 2 unconnected molecules or ions with the total composition C2H2INO3P.

Geometry (Å):
I  2.0341  -1.5058  0.2941
P  -1.5404  -0.1068  -2.0131
O  -0.8679  1.1741  -1.7599
O  -2.2784  -0.2570  -3.3008
O  -1.5088  -1.1253  -0.9380
N  1.7442  1.0604  3.0931
C  0.6304  -0.0006  0.9645
C  1.2294  0.5952  2.1888
H  -0.1518  -0.6393  1.2270
H  0.7092  0.8050  0.2443

Atoms 1-3, force components in eV/Å:
0.1 0.0 -0.2
-0.9 0.0 -0.8
0.8 1.0 0.3

The calculation puts the lowest unoccupied orbital energy at 2.49 eV. The HOMO-LUMO gap comes out at 8.055 eV. For the max |F|, the calculation gives 3.67 eV Å⁻¹. As for the energy above the lowest of the compared OMol25 structures with the same formula, charge and spin: 0.0 kJ/mol. Its charge is -1.

These are the Löwdin partial charges, in e, on atoms 1 to 8:
1. I 0.73
2. P 0.23
3. O -0.38
4. O -0.39
5. O -0.39
6. N 0.11
7. C -0.57
8. C -0.38

***

DFT (ωB97M-V/def2-TZVPD) results for a single C2H2INOS2 molecule.

Geometry (Å):
I  1.6646  3.9155  0.0551
S  -2.6971  0.1646  0.5117
S  -0.1682  2.3224  -0.3357
O  -1.7732  0.7189  -0.7925
N  0.0930  -0.2565  0.3522
C  -1.1743  -0.4280  -0.2496
C  0.5970  0.9083  0.3229
H  1.6831  1.0853  0.7966
H  -1.3611  -1.2443  -0.8775

Atoms 1-3, force components in eV/Å:
-0.4 -0.3 -0.1
-0.1 -0.5 0.8
0.8 1.5 -0.1

The calculation puts the lowest unoccupied orbital energy at -0.80 eV. The structure (SMILES) is IS/C=N\[C@@H]1OS1. The HOMO-LUMO gap comes out at 8.297 eV. For the max |F|, the calculation gives 2.84 eV Å⁻¹. As for the energy above the lowest of the compared OMol25 structures with the same formula, charge and spin: 30.2 kJ/mol. Its charge is 0.

These are the Löwdin partial charges, in e, on atoms 1 to 8:
1. I 0.37
2. S 0.92
3. S 0.40
4. O -0.62
5. N 0.00
6. C -0.65
7. C -0.61
8. H 0.09

***

DFT (ωB97M-V/def2-TZVPD) results for a molecular structure, C2H2IrO3.

Geometry (Å):
Ir  -1.5086  0.0663  -0.9963
O  0.6252  -0.4756  1.7560
O  -0.3557  0.3094  1.0595
O  0.8591  0.3611  -1.3108
C  0.6046  0.5614  0.1021
C  1.4605  -0.3710  0.6165
H  2.1658  -1.1875  0.4718
H  1.3553  1.1095  -1.6814

Atoms 1-3, force components in eV/Å:
-1.5 -0.4 -1.3
1.8 -1.3 -1.5
-1.6 2.2 -1.2

The calculation puts the lowest unoccupied orbital energy (spin up / spin down) at -19.38 / -20.27 eV. The HOMO-LUMO gap (spin up / spin down) comes out at 8.288 / 8.665 eV. The spin multiplicity is 5. For the max |F|, the calculation gives 6.95 eV Å⁻¹. As for the energy above the lowest of the compared OMol25 structures with the same formula, charge and spin: 99.7 kJ/mol. Its charge is +3.

Charges in e, computed with Löwdin, in the same order as the atoms:
1. Ir 1.88
2. O 0.31
3. O 0.11
4. O 0.12
5. C -0.20
6. C 0.34
7. H 0.24
8. H 0.21

***

DFT (ωB97M-V/def2-TZVPD) results for a molecular structure, C2H2LiNaO2.

Geometry (Å):
Na  1.8839  1.6359  0.3308
O  -0.4445  1.4437  0.9465
O  2.2673  0.1845  -1.1638
C  -1.6203  -0.5545  0.0745
C  -1.0861  0.5270  0.5942
Li  2.8643  -1.3024  -0.6337
H  -1.6071  -1.4768  0.6570
H  -2.2574  -0.4574  -0.8056

Atoms 1-3, force components in eV/Å:
0.1 -0.4 -0.7
-0.8 -0.4 0.2
0.2 -0.3 1.2

The calculation puts the lowest unoccupied orbital energy at -0.21 eV. The HOMO-LUMO gap comes out at 5.727 eV. For the max |F|, the calculation gives 1.26 eV Å⁻¹. As for the energy above the lowest of the compared OMol25 structures with the same formula, charge and spin: 209.1 kJ/mol. Its charge is 0.

Charges in e, computed with Löwdin, in the same order as the atoms:
1. Na 0.50
2. O 0.10
3. O -1.11
4. C 0.03
5. C -0.25
6. Li 0.58
7. H 0.07
8. H 0.07

***

- Among the records above, which one has the lowest charge?
  C2H2INO3P

***

- max |F| of number 3 (C2H2IN3)?
  2.78 eV Å⁻¹